ORCA calculation (ωB97M-V/def2-TZVPD) on a molecular structure, C19H42NOP3PbSe at a distorted geometry.

Kohn-Sham gap (alpha / beta): 2.12 / 2.60 eV
Charge: +4
Spin multiplicity: 1
HOMO level (alpha / beta): -17.7 / -18.2 eV
Energy: -122338.7350 eV

Each line ends with the natural charge from an NBO analysis.
CARTESIAN COORDINATES (ANGSTROEM)
Pb 0.1335 1.0203 0.2151  0.95
P 0.1554 1.4429 3.0669  0.98
P 2.7948 0.1223 0.5900  1.01
P -2.6519 0.7625 0.5431  0.98
H 0.3822 -6.1108 -5.8624  0.21
C -0.5146 -5.6480 -6.2988  -0.42
C -0.4266 -4.7974 -7.3387  -0.29
H 0.5432 -4.5378 -7.7857  0.22
C 0.1383 0.0941 4.3151  -0.93
C 1.6601 2.3582 3.5782  -0.95
C -1.1308 2.5478 3.7648  -0.94
C 3.2021 -0.6634 -1.0125  -0.95
C 4.0209 1.4732 0.7098  -0.95
C 3.3282 -1.1123 1.8304  -0.94
C -3.1707 0.0630 -1.0621  -0.95
C -3.6275 2.3014 0.6592  -0.95
C -3.4108 -0.3618 1.7593  -0.94
H -1.4883 -5.9435 -5.8824  0.20
H -1.3230 -4.3559 -7.7961  0.22
H 0.2672 0.5357 5.3151  0.30
H 0.9513 -0.6178 4.1143  0.25
H -0.8248 -0.4337 4.2703  0.26
H 1.5136 2.7082 4.6107  0.29
H 1.8114 3.2219 2.9155  0.27
H 2.5450 1.7073 3.5416  0.25
H -0.9250 2.6719 4.8386  0.30
H -2.1305 2.1084 3.6377  0.25
H -1.0987 3.5345 3.2805  0.25
H 4.2924 -0.6767 -1.1509  0.30
H 2.7351 -0.0903 -1.8273  0.25
H 2.8149 -1.6905 -1.0339  0.25
H 4.9628 1.1080 1.1445  0.29
H 3.6220 2.2830 1.3355  0.26
H 4.2253 1.8762 -0.2909  0.28
H 4.4083 -1.3020 1.7407  0.31
H 2.7653 -2.0440 1.6688  0.25
H 3.1169 -0.7438 2.8450  0.26
H -4.2561 0.1792 -1.1827  0.30
H -2.9070 -1.0005 -1.1159  0.25
H -2.6569 0.5905 -1.8762  0.26
H -4.6997 2.0760 0.5679  0.30
H -3.3407 2.9903 -0.1486  0.27
H -3.4423 2.7976 1.6224  0.26
H -4.5051 -0.2570 1.7334  0.30
H -3.0495 -0.1175 2.7679  0.26
H -3.1178 -1.3945 1.5243  0.25
C -0.4122 -3.0500 -0.5134  -0.18
C -0.0993 -2.4625 -1.7605  -0.21
C -0.2450 -3.1849 -2.9410  -0.11
C -0.6890 -4.5123 -2.9176  0.06
C -1.0216 -5.1050 -1.6913  -0.20
C -0.9003 -4.3866 -0.5032  -0.12
Se -0.1766 -2.1210 1.0726  0.43
H 0.0505 0.7121 -1.6310  -0.07
H 0.2493 -1.4273 -1.7872  0.23
H -0.0097 -2.7077 -3.8911  0.27
H -0.7703 -5.0716 -3.8526  0.29
H -1.3805 -6.1342 -1.6645  0.29
H -1.1604 -4.8240 0.4597  0.27
C 1.3356 5.4823 -0.7444  -0.73
C 0.5833 4.4827 0.0644  0.74
N -0.6034 4.9094 0.5323  -0.75
O 1.0323 3.3289 0.3209  -0.74
H 0.7009 5.9796 -1.4859  0.28
H 2.1523 4.9670 -1.2490  0.26
H 1.7335 6.2703 -0.0940  0.29
H -1.2233 4.2982 1.0580  0.40
H -0.8382 5.8817 0.3772  0.45

ORCA calculation (ωB97M-V/def2-TZVPD) on 3 unconnected molecules or ions with the total composition C19H42O9S3 at a distorted geometry.

Kohn-Sham gap: 9.79 eV
Spin multiplicity: 1
HOMO level: -9.7 eV
SMILES: CCCCCCCCCCCCOC(=O)OS.CCOS(C)(=O)=O.CCOS(C)(=O)=O
Energy: -71315.9550 eV

Each line ends with the Mulliken charge.
CARTESIAN COORDINATES (ANGSTROEM)
C 9.8561 3.8477 -0.8408  -1.08
C 8.4132 3.6701 -0.3358  -0.44
C 7.3581 4.4802 -1.1189  -0.71
C 6.1830 4.8577 -0.2296  -0.70
C 5.1212 5.7161 -0.9198  -0.83
C 4.1052 6.2895 0.0918  -0.87
C 2.6810 5.7434 -0.1381  -0.36
C 1.8247 5.8471 1.1160  -0.79
C 0.4031 5.2245 1.0540  -0.76
C 0.0799 4.4435 -0.2116  -0.45
C -1.2889 3.7641 -0.1372  -0.53
C -1.6511 3.2536 -1.5170  -0.67
O -2.8179 2.4160 -1.4988  -0.31
C -2.5922 1.1423 -1.1792  0.69
O -1.5269 0.5831 -1.0673  -0.50
O -3.8103 0.5035 -1.0345  -0.27
S -4.1360 0.0606 0.5554  -0.03
H 10.5234 3.9523 0.0122  0.30
H 9.9500 4.7543 -1.4300  0.34
H 10.1852 2.9812 -1.4053  0.27
H 8.1271 2.6208 -0.3203  0.37
H 8.3683 4.0070 0.7003  0.33
H 7.0201 3.8602 -1.9496  0.27
H 7.8334 5.3692 -1.5297  0.39
H 5.7026 3.9361 0.1042  0.19
H 6.5600 5.3989 0.6373  0.42
H 5.5999 6.5154 -1.4845  0.51
H 4.5996 5.0933 -1.6468  0.35
H 4.0921 7.3740 0.0371  0.39
H 4.4028 5.9628 1.0875  0.47
H 2.2359 6.3273 -0.9450  0.20
H 2.7890 4.7146 -0.4744  0.36
H 1.7655 6.8974 1.3985  0.21
H 2.3719 5.3611 1.9252  0.35
H 0.2774 4.5734 1.9170  0.26
H -0.3172 6.0352 1.1621  0.35
H 0.1085 5.1134 -1.0704  0.35
H 0.8270 3.6637 -0.3509  0.34
H -2.0378 4.4780 0.2015  0.34
H -1.2322 2.9413 0.5755  0.34
H -1.9193 4.1062 -2.1373  0.35
H -0.8100 2.7635 -1.9972  0.41
H -3.8260 1.1809 1.2389  0.12
C -1.9739 -2.6923 -3.0538  -1.03
C -2.2979 -3.2530 -1.6835  -0.23
O -3.5223 -4.0198 -1.6609  -0.22
S -3.5154 -5.4609 -2.3319  1.18
C -5.0638 -6.0087 -1.7113  -0.81
O -2.4571 -6.2300 -1.7484  -0.64
O -3.5956 -5.3265 -3.7538  -0.62
H -1.7617 -3.4833 -3.7710  0.40
H -1.0983 -2.0461 -2.9881  0.36
H -2.8148 -2.1147 -3.4377  0.24
H -1.4797 -3.8627 -1.2971  0.35
H -2.4586 -2.4336 -0.9855  0.15
H -5.0105 -6.0902 -0.6294  0.16
H -5.2507 -6.9851 -2.1522  0.37
H -5.8349 -5.3074 -2.0177  0.36
C -5.4860 -6.5303 4.8550  -1.01
C -4.5261 -6.4119 3.6881  -0.29
O -4.1712 -7.6887 3.1133  -0.27
S -5.2604 -8.4415 2.2362  1.14
C -4.1981 -9.6645 1.5544  -0.96
O -5.7040 -7.5545 1.2029  -0.57
O -6.2164 -9.0710 3.0916  -0.60
H -6.4538 -6.9157 4.5400  0.31
H -5.6409 -5.5497 5.3054  0.39
H -5.0894 -7.2092 5.6095  0.26
H -4.9231 -5.7632 2.9056  0.27
H -3.5814 -5.9863 4.0188  0.30
H -3.4575 -9.1819 0.9224  0.32
H -4.8266 -10.3303 0.9673  0.37
H -3.7295 -10.2119 2.3673  0.33

ORCA calculation (ωB97M-V/def2-TZVPD) on a molecular structure, C19H43BiOP3SSe at a distorted geometry.

Kohn-Sham gap (alpha / beta): 3.29 / 2.81 eV
Charge: +3
Spin multiplicity: 1
HOMO level (alpha / beta): -15.1 / -15.1 eV
Energy: -132306.2072 eV

Each line ends with the natural charge from an NBO analysis.
CARTESIAN COORDINATES (ANGSTROEM)
Bi 0.1120 0.2876 0.8520  0.73
P 0.3271 2.5021 2.5586  1.11
P -2.6650 0.8449 0.6528  1.04
P 2.8542 0.0615 0.6417  1.04
H -1.4009 -2.9868 -7.7398  0.20
C -0.5371 -3.6402 -7.5460  -0.45
C -0.6994 -4.9102 -7.1355  -0.36
H -1.6991 -5.3400 -6.9754  0.21
C 0.4710 4.1136 1.7035  -0.95
C -1.0523 2.7729 3.7116  -0.96
C 1.7779 2.4539 3.6498  -0.96
C -3.2721 -0.3088 -0.6380  -0.96
C -3.7260 0.5637 2.1033  -0.97
C -3.0542 2.5142 0.0272  -0.95
C 3.0723 -1.2312 -0.6302  -0.96
C 3.7266 -0.4968 2.1290  -0.96
C 3.6503 1.5679 0.0033  -0.96
H 0.4587 -3.2381 -7.7850  0.20
H 0.1579 -5.5859 -7.0004  0.21
H 0.4952 4.9042 2.4665  0.29
H -0.3866 4.2664 1.0350  0.26
H 1.3890 4.1408 1.1022  0.26
H -0.7694 3.6057 4.3683  0.29
H -1.2188 1.8680 4.3080  0.30
H -1.9720 3.0279 3.1706  0.25
H 1.7633 3.3555 4.2742  0.29
H 2.7129 2.4316 3.0746  0.25
H 1.7300 1.5621 4.2873  0.28
H -4.3700 -0.3632 -0.6029  0.29
H -2.8597 -1.3134 -0.4580  0.25
H -2.9374 0.0259 -1.6318  0.27
H -4.6273 1.1883 2.0492  0.29
H -3.1764 0.8145 3.0243  0.26
H -4.0137 -0.4978 2.1692  0.28
H -4.1430 2.6344 -0.0689  0.29
H -2.5687 2.6624 -0.9504  0.28
H -2.6612 3.2803 0.7148  0.25
H 4.1323 -1.5186 -0.6812  0.29
H 2.7309 -0.8630 -1.6116  0.27
H 2.4629 -2.1088 -0.3648  0.26
H 4.8033 -0.5790 1.9296  0.29
H 3.3334 -1.4773 2.4451  0.27
H 3.5597 0.2116 2.9588  0.26
H 4.7406 1.4244 0.0017  0.29
H 3.3883 2.4301 0.6403  0.25
H 3.2810 1.7733 -1.0149  0.28
C 0.2203 0.6980 -3.0120  -0.24
C -0.1979 -0.6435 -2.8760  -0.26
C -0.2548 -1.4670 -3.9899  -0.13
C 0.1056 -0.9722 -5.2532  -0.14
C 0.5504 0.3589 -5.3917  -0.17
C 0.6167 1.1956 -4.2765  -0.21
Se 0.2221 1.8521 -1.5240  0.14
H -0.0485 -1.4440 0.3353  -0.04
H -0.4741 -1.0181 -1.8907  0.19
H -0.5836 -2.5047 -3.8692  0.24
H 0.0394 -1.6356 -6.1138  0.26
H 0.8473 0.7312 -6.3799  0.26
H 0.9665 2.2290 -4.3381  0.25
C 0.4886 -2.8900 4.7552  -0.80
S -0.0599 -1.6236 3.5829  1.21
C -1.5794 -2.3629 2.9973  -0.83
O -0.4059 -0.4239 4.4176  -1.00
H 0.5814 -3.8643 4.2623  0.26
H -0.2543 -2.9358 5.5516  0.27
H 1.4653 -2.5978 5.1612  0.27
H -2.4254 -1.9688 3.5889  0.28
H -1.6942 -2.0934 1.9353  0.21
H -1.4459 -3.4498 3.1096  0.28

ORCA calculation (ωB97M-V/def2-TZVPD) on a molecular structure, C19H43CoN2O3P2 at a distorted geometry.

Kohn-Sham gap (alpha / beta): 5.00 / 8.91 eV
Charge: +1
Spin multiplicity: 4
HOMO level (alpha / beta): -7.6 / -11.6 eV
Energy: -85720.0537 eV

Each line ends with the natural charge from an NBO analysis.
CARTESIAN COORDINATES (ANGSTROEM)
Co 0.4516 0.3310 -0.4946  0.75
P 0.2900 -1.7220 -1.3753  0.97
P 0.4594 2.4050 0.3295  0.95
N 0.7286 1.0397 -2.3525  -0.68
C 1.2395 -1.2897 -2.9136  -0.76
H 2.0694 -2.0021 -3.0203  0.25
H 0.5604 -1.4579 -3.7619  0.25
C 1.7545 0.1475 -2.9605  -0.22
H 2.6795 0.2714 -2.3786  0.20
H 1.9579 0.4854 -3.9904  0.20
C 1.0063 2.5209 -2.4302  -0.22
H 0.0667 3.0117 -2.7175  0.22
H 1.7390 2.6743 -3.2325  0.21
C 1.5139 3.0106 -1.0873  -0.74
H 1.5818 4.1035 -1.0586  0.25
H 2.5247 2.6209 -0.9067  0.23
C 1.2880 3.0305 1.8782  -0.53
C 2.1055 1.9321 2.5738  -0.62
H 3.0340 1.6985 2.0418  0.21
H 1.5058 1.0148 2.6674  0.23
H 2.3655 2.2703 3.5867  0.22
C -1.0666 3.4359 0.1591  -0.54
C -2.1472 2.9929 1.1565  -0.61
H -3.1105 2.9444 0.6320  0.23
H -2.2513 3.6918 1.9931  0.21
H -1.9509 1.9914 1.5615  0.22
C -1.2849 -2.4970 -1.9588  -0.54
C -2.0139 -3.2992 -0.8743  -0.62
H -3.0727 -3.3669 -1.1624  0.23
H -1.9796 -2.7763 0.0889  0.23
H -1.6368 -4.3246 -0.7634  0.20
C 1.2734 -3.1233 -0.6443  -0.53
C 0.8101 -3.5037 0.7671  -0.63
H 1.6078 -4.0947 1.2411  0.22
H -0.0999 -4.1171 0.7482  0.20
H 0.6229 -2.6183 1.3878  0.23
C 2.0204 -0.0769 0.1325  0.49
O 3.0533 -0.4490 0.5234  -0.51
C -0.7895 4.9571 0.1485  -0.63
H 0.2413 5.2300 0.4087  0.20
H -0.9814 5.3497 -0.8597  0.22
H -1.4643 5.4860 0.8315  0.22
C -1.1729 -3.2614 -3.2988  -0.63
H -1.8056 -4.1564 -3.2820  0.23
H -1.5516 -2.6229 -4.1057  0.22
H -0.1523 -3.5690 -3.5609  0.21
C 1.3593 -4.3631 -1.5319  -0.61
H 2.0073 -5.0925 -1.0276  0.22
H 0.3843 -4.8386 -1.6862  0.21
H 1.7999 -4.1519 -2.5106  0.21
C 0.3551 3.6482 2.9240  -0.61
H -0.4067 2.9264 3.2370  0.21
H 0.9511 3.8883 3.8152  0.22
H -0.1381 4.5656 2.5951  0.22
H 1.9826 3.7996 1.4949  0.22
H 2.2814 -2.6829 -0.5537  0.23
H -1.4173 3.1549 -0.8480  0.24
H -1.8808 -1.5809 -2.1256  0.25
H -0.1951 0.8545 -2.7616  0.42
H -0.9758 0.5558 -0.8759  -0.42
N -2.2716 -2.3686 3.4013  -0.67
C -1.6161 -1.0498 3.5285  -0.33
C -1.3626 -0.7389 2.0639  0.74
O -2.3709 -0.8965 1.3378  -0.72
O -0.1730 -0.4550 1.7472  -0.74
H -3.1238 -2.2219 2.8342  0.47
H -2.5116 -2.8184 4.2980  0.43
H -1.6386 -2.9973 2.8897  0.44
H -2.3392 -0.3594 3.9504  0.24
H -0.7196 -1.0969 4.1378  0.23